No. 1
Below is the ion C23H24NO3 with charge +1 at a distorted geometry, with properties calculated with ωB97M-V/def2-TZVPD.

Highest occupied orbital energy (eV): -10.982
Calculated total energy (Eh): -1171.0585
2S+1: 1
Energy above the lowest of the compared OMol25 structures with the same formula, charge and spin (kJ/mol): 0.0
SMILES string: CCOC(=O)C[NH2+][C@@H](c1ccccc1)c1ccc(Oc2ccccc2)cc1
Gap between HOMO and LUMO (eV): 8.34
Charge: +1

Each line ends with the Mulliken charge.
Positions of all 51 atoms, in Å:
C 6.554 -3.438 1.857  -0.522
C 5.567 -3.978 1.028  -0.524
C 4.809 -3.153 0.193  -0.309
C 5.084 -1.785 0.190  0.642
O 4.305 -0.902 -0.564  -0.469
C 2.932 -0.787 -0.297  0.082
C 2.483 0.283 0.482  -0.607
C 1.119 0.480 0.650  -0.521
C 0.163 -0.309 -0.007  -0.243
C -1.333 0.012 0.208  0.167
C -2.237 -1.197 0.505  0.114
C -3.549 -0.899 0.848  -0.521
C -4.495 -1.920 0.941  -0.615
C -4.114 -3.259 0.777  -0.474
C -2.762 -3.559 0.593  -0.796
C -1.816 -2.540 0.532  -0.229
C 0.633 -1.382 -0.777  -0.420
C 2.009 -1.637 -0.910  -0.562
C 6.113 -1.232 0.961  -0.373
C 6.822 -2.063 1.826  -0.363
H 7.134 -4.088 2.513  0.373
H 5.365 -5.049 1.030  0.360
H 4.017 -3.540 -0.444  0.189
H 3.225 0.919 0.954  0.441
H 0.795 1.190 1.421  0.335
H -1.386 0.706 1.053  0.504
H -3.803 0.118 1.139  0.349
H -5.532 -1.676 1.183  0.389
H -4.855 -4.062 0.796  0.399
H -2.426 -4.589 0.550  0.405
H -0.756 -2.774 0.577  0.779
H -0.046 -2.143 -1.153  0.765
H 2.369 -2.507 -1.482  0.466
H 6.299 -0.159 0.897  0.422
H 7.583 -1.627 2.476  0.357
C -3.675 6.631 -0.880  -1.124
C -3.103 5.581 -1.802  -0.194
O -3.364 4.212 -1.192  -0.284
C -2.492 3.217 -1.412  0.680
C -2.964 1.838 -0.940  -0.583
N -1.844 0.791 -0.994  -0.082
O -1.401 3.379 -1.932  -0.593
H -3.698 7.599 -1.393  0.374
H -4.692 6.393 -0.555  0.304
H -3.038 6.742 0.003  0.310
H -3.611 5.605 -2.775  0.290
H -2.026 5.702 -1.939  0.310
H -3.422 1.918 0.045  0.210
H -3.754 1.548 -1.661  0.346
H -2.168 0.132 -1.699  0.494
H -1.021 1.254 -1.419  0.549

Forces on atoms 1 to 6 (eV/Å):
-0.02 0.14 -0.14
-0.01 0.11 0.01
0.32 0.45 0.21
-0.15 -0.13 0.53
-0.96 0.14 0.05
0.65 0.10 -0.51

=====

No. 2
Below is a cluster of 13 separate species, C60H153N7O20 in total at a distorted geometry, with properties calculated with ωB97M-V/def2-TZVPD.

Highest occupied orbital energy (alpha / beta) (eV): 0.793 / -6.823
Calculated total energy (Eh): -4265.2569
2S+1: 2
Gap between HOMO and LUMO (alpha / beta) (eV): 1.14 / 8.74
Charge: -1

Each line ends with the Mulliken charge.
Positions of all 240 atoms, in Å:
C -0.341 3.142 1.936  -0.115
O -0.486 4.513 1.671  -0.412
C 0.583 5.070 1.020  0.226
C 0.266 6.524 0.455  -0.648
N 0.169 7.551 1.512  -0.392
C 1.507 7.945 1.908  0.041
C 1.597 9.004 3.034  -0.781
O 1.417 8.489 4.328  -0.298
C 0.066 8.400 4.822  -0.209
H -1.176 2.888 2.590  0.236
H 0.592 2.741 2.332  0.159
H -0.431 2.725 0.933  -0.147
H 0.650 4.327 0.225  0.183
H 1.479 5.021 1.638  0.080
H -0.761 6.435 0.102  0.022
H 0.883 6.707 -0.424  0.480
H -0.202 7.011 2.281  0.133
H 1.918 8.446 1.032  0.388
H 2.191 7.131 2.145  -0.078
H 0.710 9.624 2.910  0.412
H 2.552 9.524 3.112  0.401
H -0.503 7.834 4.085  0.277
H -0.318 9.379 5.110  0.296
H 0.204 7.778 5.707  -0.212
C -1.494 -4.128 5.045  -1.047
O -0.282 -4.558 4.324  -0.197
C 0.049 -3.655 3.228  0.685
C 1.270 -4.276 2.541  -0.545
N 0.770 -5.336 1.679  -0.030
C 1.788 -6.079 0.951  -0.092
C 1.112 -7.047 0.092  -0.118
O 1.697 -8.297 -0.275  -0.364
C 0.828 -9.317 -0.839  -0.821
H -1.469 -4.733 5.952  0.304
H -2.424 -4.100 4.477  0.266
H -1.383 -3.066 5.265  0.214
H 0.323 -2.731 3.738  0.086
H -0.691 -3.520 2.439  -0.263
H 1.948 -4.771 3.236  0.354
H 2.048 -3.712 2.027  -0.039
H 0.129 -5.972 2.132  0.285
H 2.481 -6.435 1.713  0.357
H 2.511 -5.455 0.425  -0.381
H 0.946 -6.549 -0.863  0.318
H 0.162 -7.410 0.484  0.000
H -0.075 -9.576 -0.285  0.261
H 1.322 -10.281 -0.957  0.332
H 0.449 -9.050 -1.826  0.326
C -3.640 -8.975 -0.226  -0.714
O -4.391 -8.062 -1.019  -0.284
C -5.321 -7.228 -0.331  -0.923
C -4.663 -5.977 0.450  -0.811
N -3.788 -5.193 -0.331  0.289
C -3.023 -4.172 0.437  -0.251
C -3.771 -3.006 1.103  -1.385
O -3.958 -1.958 0.209  0.775
C -4.913 -1.013 0.746  -2.052
H -3.006 -8.377 0.429  0.163
H -3.040 -9.620 -0.867  0.261
H -4.253 -9.519 0.493  0.355
H -6.025 -7.848 0.226  0.496
H -6.017 -6.870 -1.090  0.289
H -4.140 -6.419 1.298  0.471
H -5.551 -5.387 0.681  0.324
H -3.231 -5.643 -1.042  0.144
H -2.234 -3.899 -0.263  0.422
H -2.589 -4.640 1.321  0.317
H -3.111 -2.650 1.894  0.732
H -4.715 -3.375 1.505  0.264
H -4.855 0.014 0.388  0.277
H -5.124 -1.052 1.815  0.416
H -5.867 -1.292 0.299  0.383
C -3.092 0.417 -2.807  0.109
O -1.715 0.301 -2.530  0.495
C -1.519 -0.515 -1.381  -0.133
C 0.024 -0.633 -0.944  -0.539
N 0.645 0.751 -0.684  0.449
C 2.093 0.636 -0.417  0.953
C 2.251 0.251 1.060  -0.629
O 3.326 -0.636 1.020  -0.078
C 3.793 -1.180 2.162  0.172
H -3.183 1.031 -3.703  0.145
H -3.601 0.863 -1.952  -0.088
H -3.507 -0.557 -3.068  -0.180
H -1.853 -1.534 -1.573  -0.104
H -2.098 -0.063 -0.576  0.109
H 0.503 -1.135 -1.785  -0.386
H 0.012 -1.334 -0.109  0.703
H 0.463 1.205 -1.567  -1.193
H 2.638 1.566 -0.585  0.376
H 2.497 -0.094 -1.119  -1.207
H 1.421 -0.276 1.531  0.359
H 2.386 1.015 1.825  0.553
H 4.468 -0.617 2.806  0.106
H 4.250 -2.147 1.953  -0.504
H 2.874 -1.432 2.692  0.074
C 0.050 5.763 7.695  -0.905
O -0.136 4.486 7.064  0.058
C -1.530 4.073 6.954  -1.083
C -1.665 2.957 5.931  -0.222
N -0.928 1.767 6.442  -0.399
C 0.061 1.274 5.539  0.240
C 0.842 0.196 6.213  -1.057
O 1.843 -0.342 5.306  0.292
C 2.808 -1.014 6.081  -1.029
H 1.079 6.090 7.544  0.136
H -0.022 5.630 8.774  0.357
H -0.631 6.569 7.420  0.304
H -2.199 4.896 6.704  0.522
H -1.835 3.628 7.902  0.359
H -1.167 3.195 4.991  -0.169
H -2.679 2.593 5.761  0.584
H -0.488 2.084 7.294  0.273
H 0.627 2.129 5.169  -0.028
H -0.469 0.681 4.794  0.139
H 0.203 -0.599 6.599  0.269
H 1.300 0.681 7.075  0.402
H 2.305 -1.798 6.648  0.361
H 3.381 -0.360 6.738  0.291
H 3.559 -1.545 5.497  0.185
C -6.372 3.397 -10.064  -0.996
O -5.355 2.773 -9.250  -0.064
C -5.465 1.389 -9.134  -0.697
C -4.024 0.815 -8.820  -0.733
N -3.465 1.263 -7.524  -0.196
C -2.056 0.776 -7.332  0.340
C -1.062 1.858 -7.582  -0.787
O -1.181 2.964 -6.707  0.075
C -1.108 4.237 -7.265  -1.138
H -6.124 4.414 -9.759  0.245
H -7.385 3.051 -9.857  0.322
H -6.011 3.377 -11.092  0.341
H -5.818 0.856 -10.017  0.404
H -6.122 1.100 -8.314  0.329
H -3.318 1.037 -9.621  0.317
H -4.161 -0.266 -8.806  0.392
H -3.468 2.260 -7.362  0.223
H -1.714 -0.140 -7.814  0.347
H -1.920 0.408 -6.315  -0.687
H -1.026 2.187 -8.621  0.610
H -0.089 1.565 -7.187  0.301
H -0.179 4.296 -7.833  0.389
H -1.161 4.939 -6.432  0.156
H -2.027 4.271 -7.850  0.326
C 5.141 2.524 0.630  -0.681
O 6.067 3.300 1.292  -0.443
C 5.486 3.918 2.436  -0.194
C 5.584 3.006 3.716  -0.331
N 5.333 3.750 4.939  -0.216
C 3.974 4.315 5.298  -0.123
C 4.097 4.949 6.646  -0.487
O 4.367 3.933 7.675  -0.217
C 4.528 4.491 8.971  -0.886
H 4.686 1.714 1.199  0.228
H 5.693 2.116 -0.217  0.321
H 4.462 3.275 0.224  0.332
H 4.511 4.389 2.316  -0.202
H 6.005 4.864 2.589  0.454
H 6.519 2.479 3.908  0.414
H 4.935 2.153 3.518  -0.006
H 5.899 3.475 5.730  0.286
H 3.172 3.594 5.141  0.161
H 3.740 5.149 4.636  0.077
H 3.138 5.466 6.670  0.098
H 4.898 5.687 6.698  0.424
H 3.526 4.704 9.341  0.282
H 5.199 5.326 9.172  0.326
H 4.855 3.714 9.663  0.286
C 4.587 -3.734 -1.716  -1.303
C 3.405 -3.311 -2.558  1.742
C 3.626 -2.002 -3.310  -1.220
O 3.280 -4.270 -3.581  -0.708
H 5.346 -2.962 -1.588  0.340
H 5.149 -4.546 -2.176  0.412
H 4.264 -4.045 -0.723  -0.071
H 2.577 -3.271 -1.850  -0.295
H 4.615 -2.016 -3.768  0.498
H 3.737 -1.198 -2.582  0.088
H 2.893 -1.682 -4.051  -0.005
H 2.607 -4.091 -4.242  0.430
C -0.135 -2.993 -4.103  -0.136
C 0.204 -3.364 -5.609  0.342
C 0.396 -2.025 -6.436  -1.121
O 1.494 -4.023 -5.600  -0.413
H -1.211 -2.826 -4.051  0.098
H 0.352 -2.081 -3.758  -0.394
H 0.168 -3.821 -3.461  0.439
H -0.670 -3.872 -6.014  0.171
H -0.279 -1.291 -5.997  -0.115
H 0.317 -2.039 -7.523  0.500
H 1.380 -1.585 -6.273  0.319
H 1.828 -3.692 -6.437  0.316
C -4.404 5.359 -1.109  -1.739
C -3.886 3.985 -1.409  1.209
C -3.073 3.332 -0.247  -0.310
O -4.990 3.149 -1.657  -0.367
H -4.948 5.429 -0.167  0.362
H -5.147 5.688 -1.836  0.531
H -3.663 6.158 -1.116  0.287
H -3.297 4.155 -2.310  -0.201
H -2.330 4.087 0.012  -0.168
H -2.479 2.460 -0.523  -0.481
H -3.775 3.086 0.550  0.473
H -5.453 3.624 -2.350  0.258
C -6.034 -2.228 -2.945  -1.452
C -5.521 -3.649 -3.070  0.808
C -4.054 -3.800 -3.368  -0.902
O -5.968 -4.402 -2.044  -0.515
H -5.729 -1.554 -2.144  0.047
H -7.101 -2.297 -2.736  0.417
H -5.927 -1.666 -3.873  0.407
H -5.993 -4.021 -3.979  0.235
H -3.637 -4.806 -3.412  0.334
H -3.528 -3.349 -2.527  -0.416
H -3.779 -3.298 -4.295  0.592
H -5.214 -4.608 -1.487  0.198
C -0.221 3.158 -3.418  0.048
C 1.004 2.578 -4.033  -0.182
C 0.846 1.056 -4.274  1.279
O 1.321 3.293 -5.155  -0.619
H -1.147 2.824 -3.886  -0.103
H -0.192 4.244 -3.331  0.485
H -0.364 2.746 -2.419  -0.243
H 1.872 2.671 -3.380  0.211
H 0.855 0.690 -3.248  -0.623
H 1.637 0.622 -4.886  0.434
H -0.152 0.888 -4.681  -0.616
H 0.574 3.177 -5.747  0.259
C 6.641 -3.581 1.915  -1.076
C 6.088 -4.750 2.773  1.047
C 6.296 -6.187 2.208  -1.416
O 6.828 -4.701 4.006  -0.559
H 6.616 -2.581 2.347  0.369
H 6.151 -3.361 0.967  0.104
H 7.657 -3.807 1.591  0.415
H 5.025 -4.508 2.799  -0.215
H 7.311 -6.311 1.832  0.423
H 5.655 -6.392 1.350  0.302
H 6.031 -6.904 2.985  0.359
H 7.727 -4.984 3.824  0.347

Forces on atoms 1 to 6 (eV/Å):
-0.87 -0.19 -1.12
-1.21 1.43 2.77
0.41 0.37 -1.74
-1.32 -2.09 0.91
0.97 -0.62 -0.07
1.13 1.47 0.11

=====

No. 3
Below is a cluster of 2 separate species, C5H9NO in total at a distorted geometry, with properties calculated with ωB97M-V/def2-TZVPD.

Highest occupied orbital energy (eV): -9.026
Calculated total energy (Eh): -325.7678
2S+1: 1
Energy above the lowest of the compared OMol25 structures with the same formula, charge and spin (kJ/mol): 445.7
SMILES string: C[C@@H]1CO1.C=C=N
Gap between HOMO and LUMO (eV): 10.05

Each line ends with the Mulliken charge.
Positions of all 16 atoms, in Å:
C -2.960 -0.087 0.215  0.552
C 0.526 0.146 -0.534  -0.590
C 1.491 -0.452 0.402  0.327
C -2.759 1.177 -0.051  -0.861
C 2.930 -0.288 -0.069  -1.222
N -3.126 -1.281 0.206  -0.464
O 0.794 0.743 0.715  -0.408
H 0.803 0.653 -1.339  0.311
H 1.356 -1.371 1.101  0.299
H -3.557 1.910 -0.106  0.258
H -0.357 -0.408 -0.738  0.296
H -1.893 1.759 -0.313  0.270
H 3.341 0.806 -0.060  0.280
H 3.039 -0.779 -1.075  0.270
H 3.565 -0.783 0.542  0.399
H -3.193 -1.746 1.104  0.283

Forces on atoms 1 to 6 (eV/Å):
0.80 1.74 -0.81
-1.10 -3.07 3.08
1.24 -0.30 -0.20
-0.77 1.22 -0.15
-0.66 2.21 -1.89
-0.50 -1.27 0.28

=====

No. 4
Below is a structure of composition C6H13NO at a distorted geometry, with properties calculated with ωB97M-V/def2-TZVPD.

Highest occupied orbital energy (eV): -8.166
Calculated total energy (Eh): -366.3222
2S+1: 1
Energy above the lowest of the compared OMol25 structures with the same formula, charge and spin (kJ/mol): 293.2
Gap between HOMO and LUMO (eV): 9.01

Each line ends with the Mulliken charge.
Positions of all 21 atoms, in Å:
C 0.720 -0.468 -0.172  1.512
C -2.011 -0.179 0.368  -1.013
C -0.775 1.877 0.052  -0.991
C 1.677 0.276 -1.061  -1.589
C 0.640 -1.948 -0.422  -1.591
N -0.747 0.430 0.022  0.088
C 0.629 -0.056 1.265  -0.277
O 1.484 0.729 1.716  -0.637
H 0.129 -0.807 1.913  0.356
H -1.446 2.250 -0.726  0.334
H -1.129 2.246 1.025  0.338
H -1.999 -1.251 0.184  0.295
H -2.799 0.263 -0.245  0.341
H -2.287 -0.008 1.420  0.333
H 0.217 2.299 -0.080  0.316
H 1.908 1.260 -0.665  0.320
H 1.568 -2.399 -0.062  0.386
H 2.607 -0.289 -1.148  0.400
H 1.239 0.372 -2.054  0.352
H 0.527 -2.167 -1.481  0.322
H -0.154 -2.426 0.151  0.405

Forces on atoms 1 to 6 (eV/Å):
-2.09 1.50 1.28
0.08 -0.11 -0.06
0.24 0.00 -0.05
-0.38 0.02 0.00
-0.71 0.23 -0.18
1.29 -1.24 -0.29

=====

No. 5
Below is a structure of composition C6H9BrFeO3S at a distorted geometry, with properties calculated with ωB97M-V/def2-TZVPD.

Highest occupied orbital energy (alpha / beta) (eV): -18.238 / -16.554
Calculated total energy (Eh): -4694.7648
2S+1: 5
Gap between HOMO and LUMO (alpha / beta) (eV): 9.34 / 4.89
Charge: +2

Each line ends with the Mulliken charge.
Positions of all 21 atoms, in Å:
C 3.505 -0.082 0.405  -0.785
C 2.253 0.968 0.244  -0.410
S 1.309 0.597 -1.321  0.288
C -0.018 -0.698 -0.958  -0.905
C -1.323 0.104 -0.476  0.223
O -1.276 0.824 0.800  -0.274
C -2.556 1.533 0.742  0.619
O -2.795 2.729 0.956  -0.367
O -3.467 0.468 0.308  -0.309
C -2.719 -0.685 -0.206  -0.217
Br -2.332 -1.673 1.534  -0.003
H 4.505 0.456 0.188  0.320
H 3.359 -0.956 -0.345  0.247
H 3.584 -0.484 1.475  0.302
H 2.737 2.006 0.103  0.460
H 1.589 1.006 1.183  0.311
H 0.333 -1.485 -0.191  0.484
H -0.256 -1.185 -1.985  0.457
H -1.617 0.946 -1.217  0.467
H -3.189 -1.285 -1.063  0.450
Fe -1.626 -3.105 -0.174  0.643

Forces on atoms 1 to 6 (eV/Å):
0.30 -0.46 -0.45
0.88 0.50 0.96
0.15 -0.43 1.48
-0.71 0.28 0.47
-1.33 0.65 -0.44
-0.61 1.33 -1.52

=====

Look up the calculated total energy of the fourth one. -366.3222 Eh

=====

Among the records above, which one has the highest 2S+1? C6H9BrFeO3S

=====

What is the formula in the fifth record? C6H9BrFeO3S